# 1
Formula: C19H21N3O3S
Source: the OMol25 dataset
Level of theory: the ωB97M-V functional and the def2-TZVPD basis

The geometry in ORCA input format:
```
! RIJCOSX wB97M-V def2-TZVPD def2/J DEFGRID3
* xyz 0 1
C -8.46875 -2.81006 0.39931
C -7.09031 -2.12607 0.76283
O -6.57558 -1.30366 -0.36399
C -5.51789 -0.73384 -0.21583
C -4.80608 -0.79107 0.83089
C -3.71198 0.02843 1.06807
C -3.28565 0.65260 0.05234
C -3.96582 0.71796 -1.41082
C -5.16564 -0.00764 -1.41838
H -5.65355 -0.14652 -2.23923
H -3.68271 1.40475 -2.16486
N -2.09986 1.60475 -0.19428
C -1.35130 1.81143 0.89871
O -1.73186 2.02228 2.19549
C -0.09726 2.66531 0.43018
H -0.32116 3.72913 0.70641
C 0.16628 2.00943 -0.81458
C 0.98890 0.87228 -0.80470
O 0.75754 -0.06149 -1.28670
N 2.27411 1.25072 -0.37152
N 3.18394 0.22895 -0.50191
C 4.29283 0.62395 0.12374
C 5.41850 -0.35248 0.12822
C 5.27003 -1.77136 -0.00650
C 6.56112 -2.30566 -0.19763
C 7.63920 -1.61879 0.44439
S 7.03745 -0.20143 0.58166
H 8.61010 -1.72131 0.65862
H 6.62368 -3.56982 0.01693
C 4.12279 -2.53438 -0.55955
H 3.29822 -2.21294 0.03481
H 4.22121 -3.58829 -0.87539
H 3.78091 -2.02984 -1.55306
H 4.67606 1.42840 0.21010
H 2.53035 2.09570 -0.23588
C -1.24351 2.00759 -1.28420
H -1.73032 2.64771 -2.02271
H -1.26979 0.94157 -1.69923
H 0.56132 2.97146 -1.50049
H 0.60312 2.57288 1.34714
H -3.01697 0.09612 2.09480
H -5.29092 -1.04095 2.12258
H -6.60530 -2.90236 1.13304
H -7.50768 -1.57358 1.62612
H -9.04891 -3.31649 1.06588
H -8.14670 -3.54783 -0.52246
H -9.16043 -2.18182 0.02063
*
```

Calculated values
Energy above the lowest of the compared OMol25 structures with the same formula, charge and spin = 19.7921 eV
Energy = -41474.680 eV
Kohn-Sham gap = 0.2967 Eh
HOMO energy = -8.0 eV

# 2
Formula: C25H44CaI2N2O2P3S2
Source: the OMol25 dataset
Level of theory: the ωB97M-V functional and the def2-TZVPD basis

The geometry in ORCA input format:
```
! RIJCOSX wB97M-V def2-TZVPD def2/J DEFGRID3
* xyz 1 1
Ca -0.52807 0.41595 0.74632
I -1.53968 1.62492 5.54154
C -0.84736 3.49436 4.81435
I -0.39262 3.53584 2.70986
H 0.06762 3.74580 5.33327
H -1.61929 4.23559 4.97035
C 0.46846 4.12369 -1.81191
P -0.17363 2.44900 -1.39739
C 1.23042 1.44559 -2.07091
N 1.29956 1.27951 -3.36784
C 2.31798 0.55623 -3.88297
C 2.41062 0.35135 -5.27635
C 3.44728 -0.38127 -5.77904
C 4.42527 -0.93713 -4.92340
C 4.35389 -0.76357 -3.57081
C 3.29270 -0.01105 -3.02312
N 3.21200 0.17183 -1.68638
C 2.22745 0.88631 -1.19947
P 2.13179 1.12816 0.63237
C 2.88362 2.80056 0.76738
C 3.38735 0.02050 1.46766
C 3.22266 0.31663 2.96655
C 4.84302 0.25598 1.06643
C 2.96102 -1.42516 1.18608
C -1.62649 2.28841 -2.58315
C -1.95430 0.80272 -2.74441
C -2.78827 2.98769 -1.86363
C -1.42043 2.93999 -3.95234
H 0.77531 4.14066 -2.85540
H 1.32164 4.36952 -1.18456
H -0.31212 4.86387 -1.63708
H 1.65159 0.78250 -5.91574
H 3.52842 -0.54500 -6.84537
H 5.23951 -1.50690 -5.35092
H 5.09139 -1.18384 -2.89990
H 3.75900 2.88448 0.12611
H 3.16744 2.97523 1.80479
H 2.15104 3.55705 0.49607
H 3.69136 1.26207 3.24364
H 3.70984 -0.47246 3.54178
H 2.16911 0.34314 3.26054
H 5.14757 1.28861 1.24688
H 5.01421 0.01648 0.02359
H 5.47965 -0.38508 1.68151
H 1.95434 -1.61635 1.56628
H 3.64173 -2.11358 1.69091
H 2.98480 -1.64613 0.11836
H -2.17367 0.32952 -1.78297
H -1.13440 0.26304 -3.21875
H -2.84021 0.68988 -3.37202
H -2.99215 2.52404 -0.89431
H -3.69038 2.92137 -2.47413
H -2.58167 4.04710 -1.69683
H -0.52409 2.57011 -4.43977
H -1.36895 4.02649 -3.87457
H -2.27714 2.69974 -4.58667
C -4.14636 -2.21414 3.58883
C -4.24524 -1.39448 2.31407
C -4.24904 0.10302 2.57899
O -3.21248 -1.67797 1.32284
P -1.67543 -2.11596 1.48672
S -0.95288 -1.91198 -0.36493
S -0.71492 -1.08051 2.89601
O -1.68079 -3.62039 1.97827
C -2.57310 -4.66542 1.48878
C -2.05675 -5.28345 0.20092
C -2.65885 -5.68561 2.60623
H -5.01474 -2.00160 4.21295
H -3.25024 -1.96403 4.15068
H -4.13776 -3.28158 3.36913
H -5.16297 -1.66535 1.78986
H -3.35039 0.38270 3.13402
H -5.12273 0.37254 3.17204
H -4.28951 0.65053 1.63556
H -3.55246 -4.21458 1.30542
H -1.07033 -5.71993 0.36146
H -1.98963 -4.54496 -0.59403
H -2.74610 -6.06663 -0.11525
H -1.67660 -6.13053 2.76812
H -3.36415 -6.46996 2.33409
H -2.98229 -5.22377 3.53868
*
```

Calculated values
Energy above the lowest of the compared OMol25 structures with the same formula, charge and spin = 0.5515 eV
Energy = -117892.041 eV
Kohn-Sham gap = 0.2935 Eh
HOMO energy = -11.2 eV

# 3
Formula: C2H3N3S
Source: the OMol25 dataset
Level of theory: the ωB97M-V functional and the def2-TZVPD basis

The geometry in ORCA input format:
```
! RIJCOSX wB97M-V def2-TZVPD def2/J DEFGRID3
* xyz 0 1
C 0.05963 -0.11121 0.42528
C -0.20134 1.24567 -1.28389
H -0.67393 2.04110 -1.88239
H 1.04416 0.54578 -2.81876
H 1.05254 -1.33396 -0.84577
N -0.47347 1.22403 0.05971
N 0.44794 0.38706 -1.82709
N 1.00178 -0.40148 -0.59882
S -0.46289 -1.03294 1.70387
*
```

Calculated values
Energy above the lowest of the compared OMol25 structures with the same formula, charge and spin = 2.6543 eV
Energy = -17425.142 eV
Structure (SMILES) = S=c1nc[nH][nH]1
Kohn-Sham gap = 0.3109 Eh
HOMO energy = -8.5 eV

# 4
Formula: C4H8N2O
Source: the OMol25 dataset
Level of theory: the ωB97M-V functional and the def2-TZVPD basis

The geometry in ORCA input format:
```
! RIJCOSX wB97M-V def2-TZVPD def2/J DEFGRID3
* xyz 0 1
C 2.15954 -0.55750 0.39222
C 1.55611 -1.01655 -0.90616
O 0.59536 -1.74498 -0.99549
C -1.26238 -0.03195 0.61418
N -0.99895 -0.62214 1.66837
C -1.37481 0.72251 -0.45802
N -2.00531 1.99622 -0.50024
H 1.39502 -0.51789 1.17304
H 2.64797 0.41383 0.27173
H 2.92535 -1.28352 0.69405
H 2.05692 -0.65334 -1.82783
H -1.64464 -1.38784 1.87179
H -0.93736 0.36341 -1.38414
H -2.81701 1.98709 -1.10903
H -2.29776 2.30359 0.41968
*
```

Calculated values
Energy above the lowest of the compared OMol25 structures with the same formula, charge and spin = 3.0759 eV
Energy = -9303.317 eV
Structure (SMILES) = N=C=CN.CC=O
Kohn-Sham gap = 0.3309 Eh
HOMO energy = -8.1 eV

# 5
Formula: C5H9N3
Source: the OMol25 dataset
Level of theory: the ωB97M-V functional and the def2-TZVPD basis

The geometry in ORCA input format:
```
! RIJCOSX wB97M-V def2-TZVPD def2/J DEFGRID3
* xyz 0 1
C -0.92257 0.87629 -0.05426
C -2.37961 0.26600 -0.09140
C -0.02880 -0.42517 0.06778
C 0.83444 -0.50916 1.26760
C 0.76054 -0.57208 -1.32192
N -2.17609 -1.15634 -0.00434
N -0.98296 -1.48347 0.06272
N -0.83830 2.11135 0.02825
H -3.05593 0.64074 0.63851
H -2.87764 0.56362 -1.03621
H 1.56502 -1.31314 1.22125
H 0.27640 -0.78390 2.17778
H 1.37195 0.37248 1.39255
H 0.36322 0.20947 -1.95422
H 0.63570 -1.58028 -1.73678
H 1.83576 -0.37115 -1.27776
H 0.07159 2.51275 -0.05029
*
```

Calculated values
Energy above the lowest of the compared OMol25 structures with the same formula, charge and spin = 2.3915 eV
Energy = -9799.075 eV
Structure (SMILES) = [H]/N=C1/CN=NC1(C)C
Kohn-Sham gap = 0.3540 Eh
HOMO energy = -8.8 eV

# 6
Formula: H30O15
Source: the OMol25 dataset
Level of theory: the ωB97M-V functional and the def2-TZVPD basis

The geometry in ORCA input format:
```
! RIJCOSX wB97M-V def2-TZVPD def2/J DEFGRID3
* xyz -1 2
O 1.41998 -3.04816 0.69358
H 2.46092 -3.28888 0.62786
H 1.44235 -2.34355 0.04450
O -3.47241 0.71145 1.04475
H -3.27892 1.07547 0.28056
H -3.74668 1.47845 1.76529
O -2.93819 -2.25286 2.22525
H -1.98289 -2.10350 2.14127
H -3.21219 -1.41757 2.41014
O 0.82243 0.06103 0.48007
H 1.24282 0.29426 1.23977
H 0.25821 0.73481 0.31548
O -2.51491 -0.84422 -0.74090
H -2.78878 -0.79947 0.06995
H -1.69552 -1.43355 -0.63476
O -1.11427 0.91173 -3.58166
H -1.17876 0.58712 -2.70087
H -1.71333 0.43835 -4.16338
O -0.89902 -0.73096 3.90544
H -0.76048 -0.15629 3.21463
H -1.00259 -0.66294 4.69721
O -1.04080 2.96661 -1.44016
H -1.28945 3.07396 -2.38852
H -1.48132 3.68609 -0.99401
O -1.71999 -1.69890 -4.28144
H -0.85547 -1.99425 -4.44762
H -1.81225 -1.28238 -3.52632
O 2.96276 2.01229 -1.01461
H 2.39326 2.78750 -1.39150
H 3.84920 2.25463 -0.66136
O 2.86788 -0.63613 -1.68228
H 2.22153 -1.03021 -1.20671
H 2.57422 0.36609 -1.55919
O -0.73278 2.28691 1.40530
H -1.56086 2.33674 0.97144
H -0.48756 3.25721 1.74144
O 1.71899 -0.15580 3.07798
H 2.70762 -0.38250 3.03353
H 1.35802 -0.99519 3.19664
O 2.06913 -3.32704 -3.05064
H 1.26907 -2.88527 -2.96518
H 2.70455 -2.51046 -3.03233
O 2.57050 3.02016 2.81828
H 1.65578 3.09943 3.00394
H 2.71514 3.60713 2.04625
*
```

Calculated values
Energy above the lowest of the compared OMol25 structures with the same formula, charge and spin = 4.3846 eV
Energy = -31195.301 eV
Kohn-Sham gap (alpha / beta) = 0.1101 / 0.3836 Eh
HOMO energy (alpha / beta) = -0.4 / -8.0 eV

| no. | largest force on an atom (hartree/bohr) |
| --- | --- |
| 1 | 0.32591 |
| 2 | 0.02469 |
| 3 | 0.22784 |
| 4 | 0.01222 |
| 5 | 0.06962 |
| 6 | 0.27556 |